The following is a DFT calculation (the ωB97M-V functional and the def2-TZVPD basis) of a structure of composition O4PS.

- HOMO-LUMO gap (alpha / beta) (Eh) = 0.2867 / 0.2867
- energy relative to the best compared isomer or geometry (same formula, charge and spin) (eV) = 0.378
- energy (eV) = -28316.716
- HOMO level (alpha / beta) (eV) = -4.500 / -4.501
- charge = -1

Element x y z (Å)
O: -1.91 1.13 -0.10
O: -1.95 -1.32 0.21
O: 1.75 1.36 -0.02
O: 1.84 -1.05 -0.46
P: -1.19 -0.12 -0.08
S: 1.46 0.01 0.44

=====

The following is a DFT calculation (the ωB97M-V functional and the def2-TZVPD basis) of the molecule O5S2.

- HOMO-LUMO gap (Eh) = 0.2898
- energy relative to the best compared isomer or geometry (same formula, charge and spin) (eV) = 0.625
- energy (eV) = -31905.564
- HOMO level (eV) = -11.233
- charge = 0

Element x y z (Å)
O: -0.66 -0.42 0.12
O: -3.11 0.06 0.13
O: 1.08 1.33 0.14
O: 1.40 -0.53 -1.42
O: 1.80 -0.97 0.93
S: -1.77 0.61 0.22
S: 1.25 -0.07 -0.11